46
Properties=species:S:1:pos:R:3:forces:R:3 method="wB97M-V/def2-TZVPD" total_charge=+2 lumo_ev="-5.939 / -6.926" relative_energy_kj_mol=0.00 multiplicity=6 max_force_ev_per_a=1.92
C 0.854 -2.099 -1.955 -0.42 0.02 -0.15
C 1.860 -1.022 -1.625 0.81 -0.07 -0.73
N 1.546 -0.161 -0.645 0.03 0.29 0.74
C 2.522 0.684 -0.164 -0.64 -0.29 -0.96
C 3.743 0.792 -0.875 0.16 -0.15 0.03
C 4.035 -0.062 -1.928 -0.26 0.48 0.54
C 3.080 -1.019 -2.289 -0.73 -0.37 0.16
C 2.297 1.427 1.025 -0.78 0.34 0.14
P 0.746 1.909 1.656 1.86 0.27 -0.38
H 3.237 -1.775 -3.060 0.16 0.37 0.17
H 4.418 1.578 -0.535 0.03 -0.38 -0.26
H 4.978 0.019 -2.465 -0.19 -0.02 0.14
C -1.002 -0.639 -2.558 0.06 0.04 0.01
C -1.452 -2.831 -1.664 -0.07 -0.42 -0.01
H 3.159 2.014 1.355 -0.44 -0.01 0.20
H 1.088 -3.014 -1.376 -0.14 0.36 -0.26
H 0.920 -2.348 -3.031 -0.05 -0.04 0.42
C 0.366 3.666 1.668 -0.42 0.33 -0.10
C 0.528 1.297 3.338 -0.49 -0.29 0.37
H -0.693 3.807 1.936 0.30 0.02 0.01
H 0.984 4.193 2.408 -0.07 -0.23 -0.21
H 0.541 4.095 0.671 0.00 -0.16 0.30
H -0.457 0.822 3.465 0.23 0.23 0.14
H 1.312 0.557 3.565 -0.32 0.44 -0.07
H 0.614 2.140 4.040 -0.08 -0.28 -0.19
H -1.522 -3.246 -2.682 0.01 0.14 0.25
H -1.083 -3.623 -1.002 -0.09 0.17 -0.12
H -2.458 -2.543 -1.336 0.24 0.03 -0.12
H -1.041 -1.031 -3.583 -0.07 0.16 0.13
H -1.998 -0.307 -2.244 0.07 -0.13 -0.26
H -0.320 0.211 -2.514 -0.01 0.01 -0.18
Mn -0.450 -0.465 0.298 0.67 -1.25 -0.81
H -0.305 1.382 0.804 0.63 0.67 0.55
O 0.840 -1.455 1.752 0.60 -0.05 0.14
H 1.555 -0.820 2.034 -0.51 -0.69 -0.49
H 1.304 -2.235 1.372 -0.25 0.61 0.45
N -0.535 -1.678 -1.621 0.04 0.06 0.63
C -3.860 -0.890 1.702 -0.02 -0.26 0.39
S -2.646 0.439 1.398 -0.18 -0.66 -0.19
C -3.486 1.274 0.034 0.26 0.66 -0.41
H -3.325 -1.787 2.031 -0.21 0.19 -0.08
H -4.430 -1.087 0.787 0.27 -0.01 0.26
H -4.533 -0.557 2.506 0.24 -0.10 -0.35
H -4.560 1.076 0.081 0.28 0.07 0.04
H -3.304 2.345 0.154 -0.18 -0.11 -0.06
H -3.069 0.967 -0.929 -0.33 0.00 0.18